# 1
Formula: C4H12N2O
Source: OMol25
Level of theory: wB97M-V/def2-TZVPD

Last column: Löwdin charge in e.
Cartesian coordinates (Å):
N (-1.81950, -1.28931, -1.48552)  -0.012
C (-1.15270, -1.76134, -0.27308)  -0.295
C (-0.81988, -0.56769, 0.59287)  -0.180
C (0.45398, 0.16411, 0.14123)  -0.401
N (1.61692, -0.47684, 0.78589)  0.040
C (0.45290, 1.61471, 0.56787)  -0.231
O (1.44061, 2.36345, -0.14680)  -0.064
H (-2.67534, -0.78699, -1.25722)  0.067
H (-2.06456, -2.03404, -2.12321)  0.061
H (-0.24649, -2.26645, -0.59828)  0.104
H (-1.76777, -2.47639, 0.29072)  0.105
H (-0.68732, -0.82903, 1.64164)  0.116
H (-1.65550, 0.13488, 0.55731)  0.104
H (0.52387, 0.07742, -0.94414)  0.135
H (2.45752, -0.00215, 0.47231)  0.071
H (1.72032, -1.43503, 0.46545)  0.065
H (0.70796, 1.66274, 1.62139)  0.120
H (-0.54220, 2.05919, 0.44379)  0.119
H (1.01843, 3.04378, -0.67030)  0.077

Its relative energy (zero: lowest compared OMol25 entry of this formula, charge and spin) is 117.24 kJ/mol. Its spin multiplicity is 1. Its HOMO energy is -9.1 eV. The LUMO energy comes out at 1.014 eV. The SMILES is NCC[C@H](N)CO.

***

# 2
Formula: C4H12N2O
Source: OMol25
Level of theory: wB97M-V/def2-TZVPD

Last column: Löwdin charge in e.
Cartesian coordinates (Å):
C (-2.37058, -0.27473, -0.35266)  -0.102
C (-1.22923, -1.31834, -0.35440)  -0.251
C (-0.01569, -0.79947, 0.38870)  -0.255
N (0.95326, -0.15383, -0.52878)  0.009
C (1.99971, 0.34429, -0.00231)  -0.303
N (2.65278, -0.07720, 1.14405)  0.102
H (-1.91810, 0.61162, -0.79999)  0.051
H (-2.68437, 0.00823, 0.64653)  0.069
H (-3.20600, -0.66510, -0.93709)  0.071
H (-1.01868, -1.60926, -1.38653)  0.106
H (-1.58978, -2.22965, 0.14390)  0.100
H (-0.28195, -0.10525, 1.20030)  0.122
H (0.52736, -1.55461, 0.98265)  0.098
H (2.40170, 1.31784, -0.29502)  0.122
H (3.60180, 0.12897, 1.38383)  0.086
H (2.10818, -0.59044, 1.81706)  0.071
O (0.19644, 2.68739, -0.93165)  -0.073
H (-0.67867, 2.48632, -1.26176)  0.014
H (0.55182, 1.79321, -0.85684)  -0.037

Its relative energy (zero: lowest compared OMol25 entry of this formula, charge and spin) is 175.67 kJ/mol. Its spin multiplicity is 1. Its HOMO energy is -9.0 eV. The LUMO energy comes out at 0.848 eV. The SMILES is CCC/N=C\N.O.

***

# 3
Formula: C4H12N2O
Source: OMol25
Level of theory: wB97M-V/def2-TZVPD

Last column: Löwdin charge in e.
Cartesian coordinates (Å):
N (2.06175, 1.87526, -1.19837)  0.034
C (1.76906, 0.56600, -0.77352)  -0.206
C (0.84603, 0.30980, 0.18042)  -0.170
C (0.88404, -0.87563, 1.10787)  -0.222
C (-0.59661, -1.15466, 1.59085)  -0.267
N (-1.38449, -1.70283, 0.40599)  -0.002
H (2.96539, 1.94552, -1.64117)  0.077
H (2.02457, 2.46288, -0.37488)  0.077
H (2.39199, -0.20477, -1.21698)  0.116
H (0.79637, 1.25429, 0.74156)  0.105
H (1.51951, -0.66085, 1.96950)  0.106
H (1.15791, -1.81509, 0.62860)  0.106
H (-0.88264, -0.10696, 1.78780)  0.089
H (-0.62288, -1.86128, 2.42828)  0.098
H (-2.23665, -1.19185, 0.57477)  0.031
H (-0.82403, -1.32654, -0.34974)  0.032
O (-2.83957, 0.68735, -1.22232)  -0.061
H (-3.18450, 0.76152, -0.32237)  0.031
H (-2.04663, 1.21900, -1.09634)  0.027

Its relative energy (zero: lowest compared OMol25 entry of this formula, charge and spin) is 263.61 kJ/mol. Its spin multiplicity is 1. Its HOMO energy is -8.6 eV. The LUMO energy comes out at 0.847 eV. The SMILES is N/C=C/CCN.O.

***

# 4
Formula: C4H12N2O
Source: OMol25
Level of theory: wB97M-V/def2-TZVPD

Last column: Löwdin charge in e.
Cartesian coordinates (Å):
H (0.29158, 3.06885, 1.56538)  0.009
N (-0.05985, 2.15370, 1.52476)  0.063
C (0.58256, 1.20639, 0.95614)  -0.315
N (-0.10536, 0.01126, 0.68407)  -0.013
C (0.76532, -1.19334, 0.59104)  -0.258
C (0.57892, -1.96024, -0.77305)  -0.198
C (1.67768, -1.27623, -1.72658)  -0.085
H (1.60907, 1.31077, 0.54561)  0.125
H (-1.08610, -0.01666, 1.07258)  0.148
H (0.69283, -1.98575, 1.39969)  0.114
H (1.87807, -1.04110, 0.72727)  0.114
H (0.80084, -3.02724, -0.63852)  0.088
H (-0.48234, -1.80660, -1.13031)  0.110
H (1.22666, -1.01908, -2.67724)  0.061
H (2.03144, -0.50991, -1.09301)  0.023
H (2.40700, -1.90994, -2.13900)  0.043
O (-3.11234, 1.05446, -0.73792)  -0.056
H (-2.51389, 1.46005, -0.10421)  0.007
H (-2.42689, 1.22665, -1.37198)  0.019

Its relative energy (zero: lowest compared OMol25 entry of this formula, charge and spin) is 249.70 kJ/mol. Its spin multiplicity is 1. Its HOMO energy is -9.2 eV. The LUMO energy comes out at 0.920 eV. The SMILES is [H]/N=C/NCCC.O.

***

# 5
Formula: C4H12N2O
Source: OMol25
Level of theory: wB97M-V/def2-TZVPD

Last column: Löwdin charge in e.
Cartesian coordinates (Å):
N (1.30912, 0.44518, -2.07571)  0.036
C (0.94905, 1.58161, -1.16788)  -0.548
O (-0.36047, 1.76646, -1.14460)  -0.191
H (1.96705, 0.65551, -2.80642)  0.049
H (0.47510, 0.02235, -2.46534)  0.055
H (1.39896, 1.39424, -0.17295)  0.062
H (1.52931, 2.43542, -1.59029)  0.112
C (-2.37046, -1.05411, 1.31971)  -0.075
C (-0.99077, -0.56362, 0.88594)  -0.318
C (1.31690, -0.88670, 1.22124)  -0.077
N (0.01605, -1.47754, 1.26805)  0.082
H (-2.50660, -2.03550, 0.85883)  0.075
H (-2.40875, -1.23700, 2.39400)  0.072
H (-3.17655, -0.39487, 1.01016)  0.080
H (-1.00392, -0.53130, -0.23608)  0.151
H (-0.78586, 0.46187, 1.21177)  0.121
H (2.04874, -1.57738, 1.62690)  0.088
H (1.38903, 0.08576, 1.70842)  0.101
H (1.10870, -1.02784, 0.11699)  0.126

Its relative energy (zero: lowest compared OMol25 entry of this formula, charge and spin) is 740.10 kJ/mol. Its spin multiplicity is 1. Its HOMO energy is -7.3 eV. The LUMO energy comes out at -2.998 eV.

***

# 6
Formula: C4H12N2O
Source: OMol25
Level of theory: wB97M-V/def2-TZVPD

Last column: Löwdin charge in e.
Cartesian coordinates (Å):
C (-1.62231, 0.90476, -0.30910)  -0.079
C (-0.99717, -0.42488, 0.10996)  -0.403
N (-1.47244, -0.90792, 1.38437)  0.016
C (0.64312, -0.28780, 0.28447)  -0.376
N (1.05824, 0.90902, 0.93941)  0.051
C (1.15513, -0.42628, -1.12188)  -0.165
O (2.67752, -0.21662, -1.07055)  -0.113
H (-2.69366, 0.77866, -0.46761)  0.072
H (-1.49153, 1.65517, 0.46935)  0.071
H (-1.17519, 1.27589, -1.22834)  0.064
H (-1.24010, -1.18154, -0.64445)  0.127
H (-2.46537, -1.10603, 1.36793)  0.068
H (-1.23144, -0.25333, 2.11977)  0.071
H (0.91732, -1.15390, 0.89611)  0.138
H (1.11660, 1.66221, 0.24624)  0.088
H (1.98499, 0.83367, 1.34158)  0.079
H (0.87937, 0.40996, -1.76256)  0.110
H (0.88183, -1.38075, -1.58055)  0.118
H (3.07510, -1.09031, -0.97415)  0.064

Its relative energy (zero: lowest compared OMol25 entry of this formula, charge and spin) is 140.10 kJ/mol. Its spin multiplicity is 1. Its HOMO energy is -8.8 eV. The LUMO energy comes out at 0.924 eV. The SMILES is C[C@H](N)[C@H](N)CO.

***

# 7
Formula: C4H12N2O
Source: OMol25
Level of theory: wB97M-V/def2-TZVPD

Last column: Löwdin charge in e.
Cartesian coordinates (Å):
C (-2.00914, -0.58724, 0.88743)  0.020
C (-0.89588, 0.14524, 1.01400)  -0.423
N (-0.99634, 1.33570, 1.77617)  0.068
C (0.52148, -0.13889, 0.66187)  -0.189
C (1.31927, 0.82711, -0.18009)  -0.261
N (0.87157, 0.75544, -1.58664)  -0.009
H (-2.97306, -0.17225, 1.16922)  0.050
H (-2.01276, -1.64626, 0.67473)  0.051
H (-0.19879, 1.69020, 2.27975)  0.083
H (-1.86860, 1.49949, 2.23959)  0.076
H (0.93983, -0.29773, 1.67809)  0.131
H (0.64986, -1.15103, 0.27053)  0.104
H (1.37428, 1.85327, 0.19392)  0.105
H (2.31848, 0.38648, -0.17525)  0.109
H (-0.13202, 0.83264, -1.72238)  0.075
H (1.24919, 1.53100, -2.11818)  0.071
O (0.78585, -2.19178, -2.04068)  -0.076
H (0.06935, -1.55718, -1.90063)  0.011
H (1.52152, -1.58382, -2.01554)  0.006

Its relative energy (zero: lowest compared OMol25 entry of this formula, charge and spin) is 172.08 kJ/mol. Its spin multiplicity is 1. Its HOMO energy is -8.2 eV. The LUMO energy comes out at 0.826 eV. The SMILES is C=C(N)CCN.O.